No. 1
{"formula": "C6H10N2O3", "method": "ωB97M-V with the def2-TZVPD basis set", "elements": ["C", "C", "C", "C", "O", "O", "H", "H", "H", "H", "H", "H", "H", "H", "N", "C", "C", "N", "O", "H", "H"], "xyz": [[0.2561, 0.4144, 2.9360], [-1.1918, 0.0522, 2.5698], [-1.4336, -0.9403, 1.4298], [-1.0247, -0.5081, 0.0752], [-1.2927, 0.4555, -0.5787], [-0.2224, -1.4668, -0.4220], [0.9643, -0.3585, 3.0176], [0.3948, 0.9820, 3.8913], [0.8596, 1.0044, 2.1727], [-1.7006, -0.3328, 3.5391], [-1.8152, 1.0222, 2.2802], [-0.9323, -1.7913, 1.7143], [-2.5634, -1.2716, 1.5690], [0.2302, -1.4996, -1.3235], [3.1258, 0.7849, -4.8916], [2.4012, 0.2904, -4.1642], [1.3363, 0.0104, -3.2029], [0.7143, 1.1249, -2.7477], [0.9806, -1.0879, -2.8085], [1.0829, 2.0153, -2.8274], [-0.1694, 1.1005, -2.2286]], "nbo_charge": [-0.64, -0.39, -0.52, 0.81, -0.63, -0.74, 0.21, 0.22, 0.21, 0.21, 0.21, 0.23, 0.24, 0.54, -0.23, 0.18, 0.60, -0.77, -0.60, 0.40, 0.45], "gap_ev": 10.60, "e_homo_ev": -10.7, "lumo_ev": -0.05, "smiles": "CCCC(=O)O.N#CC(N)=O", "de_lowest_ev": 1.812}

=====

No. 2
{"formula": "C5H14N2O2", "method": "ωB97M-V with the def2-TZVPD basis set", "elements": ["C", "C", "N", "O", "H", "H", "H", "H", "H", "H", "H", "C", "C", "N", "C", "O", "H", "H", "H", "H", "H", "H", "H"], "xyz": [[-1.9153, -1.2874, -0.0374], [-1.7602, 1.0776, 1.4281], [-0.9454, 0.5325, 2.2517], [-1.3583, -1.9536, 1.0740], [-0.3972, -1.8267, 1.0532], [-1.3541, 0.0069, 3.0175], [0.2351, 0.1510, 1.7609], [-2.9788, -1.1531, 0.1582], [-1.8260, -1.9005, -0.9469], [-1.3275, 1.6179, 0.5969], [-2.8251, 1.1792, 1.6247], [0.5404, 0.8673, -2.0841], [2.8249, -0.0050, -0.5569], [0.3867, 0.3979, -0.7279], [1.4112, 0.0410, -0.0263], [1.2636, -0.2908, 1.2247], [-1.1837, -0.4030, -0.3700], [0.9510, 0.0963, -2.7431], [-0.4447, 1.1483, -2.4579], [1.1867, 1.7474, -2.1564], [3.4908, -0.3663, 0.2213], [2.8853, -0.6650, -1.4237], [3.1405, 0.9879, -0.8806]], "nbo_charge": [-0.34, 0.06, -0.64, -0.75, 0.48, 0.39, 0.47, 0.17, 0.16, 0.21, 0.18, -0.43, -0.71, -0.62, 0.62, -0.76, 0.25, 0.18, 0.19, 0.18, 0.24, 0.22, 0.23], "gap_ev": 9.16, "e_homo_ev": -8.6, "lumo_ev": 0.59, "de_lowest_ev": 3.210}

=====

No. 3
{"formula": "C5H10AgF6N3O13S2", "method": "ωB97M-V with the def2-TZVPD basis set", "elements": ["Ag", "C", "F", "F", "F", "S", "O", "O", "N", "S", "O", "O", "C", "F", "F", "F", "O", "C", "O", "O", "H", "O", "C", "O", "O", "H", "O", "H", "H", "O", "H", "H", "C", "O", "N", "N", "H", "H", "H", "H"], "xyz": [[-0.6385, 0.2374, 0.1203], [1.9226, -1.8699, 2.8424], [1.9080, -2.9711, 2.1244], [0.7717, -1.7175, 3.4846], [2.8971, -1.9704, 3.7521], [2.3406, -0.3527, 1.6345], [1.7677, 0.7667, 2.3724], [3.7540, -0.2231, 1.3343], [1.3054, -0.7589, 0.3098], [2.2857, -1.5862, -0.6713], [2.8059, -0.7881, -1.7613], [3.1956, -2.5166, -0.0500], [1.0635, -2.7715, -1.4775], [0.3969, -3.4196, -0.5146], [0.1758, -2.1064, -2.2249], [1.7306, -3.6308, -2.2096], [-4.1698, 2.5287, 1.3339], [-3.8221, 1.7952, 0.2496], [-4.7463, 1.1797, -0.3698], [-2.6642, 1.5105, -0.0271], [-5.1304, 2.6180, 1.2193], [-3.0024, -3.6632, -0.4151], [-2.8689, -2.2973, -0.5216], [-3.5814, -1.6955, -1.3464], [-1.9929, -1.7245, 0.1815], [-2.3637, -3.7630, 0.3183], [-0.9962, 0.9776, 2.3714], [-0.2733, 0.8604, 3.0020], [-1.7948, 1.0268, 2.9078], [-0.8926, 0.7743, -2.3313], [-0.6554, 0.0222, -2.8863], [-0.8189, 1.5403, -2.9092], [1.1799, 2.7890, -0.8671], [0.5113, 2.2476, 0.0153], [2.4099, 2.3069, -1.1875], [0.8581, 3.9287, -1.5337], [2.8581, 1.5400, -0.7183], [2.8303, 2.6383, -2.0339], [-0.0397, 4.3012, -1.2719], [1.4828, 4.2367, -2.2454]], "lowdin_spin": [0.04, 0.00, 0.00, 0.00, 0.00, 0.00, 0.00, 0.00, 0.00, 0.00, 0.00, 0.00, 0.00, 0.00, 0.00, 0.00, 0.02, 0.02, 0.55, 0.33, 0.00, 0.00, 0.00, 0.04, 0.01, 0.00, 0.00, 0.00, 0.00, 0.00, 0.00, 0.00, 0.00, 0.00, 0.00, 0.00, 0.00, 0.00, 0.00, 0.00], "multiplicity": 2, "gap_ev": [7.31, 4.04], "e_homo_ev": [-5.0, -4.8], "lumo_ev": [2.35, -0.73], "de_lowest_ev": 1.816, "total_charge": -1}

=====

No. 4
{"formula": "C38H58N6O4S2", "method": "ωB97M-V with the def2-TZVPD basis set", "elements": ["C", "O", "C", "C", "C", "C", "C", "C", "C", "C", "C", "C", "N", "C", "C", "N", "C", "C", "C", "S", "C", "S", "N", "C", "C", "C", "C", "C", "C", "C", "C", "C", "C", "C", "C", "H", "H", "H", "H", "H", "H", "H", "H", "H", "H", "H", "H", "H", "H", "H", "H", "H", "H", "H", "H", "H", "H", "H", "H", "H", "H", "H", "H", "H", "H", "H", "H", "H", "H", "H", "H", "H", "C", "N", "C", "C", "O", "H", "H", "H", "H", "H", "H", "H", "C", "N", "C", "C", "O", "H", "H", "H", "H", "H", "H", "H", "C", "N", "C", "C", "O", "H", "H", "H", "H", "H", "H", "H"], "xyz": [[1.0945, -4.6408, 0.4692], [2.4185, -4.9216, 0.0411], [2.9964, -3.9189, -0.7964], [4.2473, -3.3192, -0.1311], [4.2867, -1.7878, -0.0494], [2.9499, -1.1629, 0.3885], [3.0969, 0.1812, 1.1070], [3.6416, 1.3076, 0.2069], [2.5713, 2.2477, -0.3580], [1.6683, 2.9112, 0.6959], [0.1481, 2.7313, 0.4594], [-0.2112, 1.3270, 0.7409], [-0.5242, 0.2293, 0.8585], [-0.5851, 3.6259, 1.5301], [-0.5970, 3.0015, 2.8589], [-0.5128, 2.5432, 3.9065], [-0.3119, 3.2176, -0.9416], [-0.3586, 2.1755, -2.0827], [-1.7719, 1.9728, -2.6515], [-2.8162, 1.1137, -1.4484], [-3.7451, -0.0626, -2.3835], [-3.1442, -0.7335, -3.7476], [-4.9841, -0.5193, -1.8674], [-4.8412, -1.8073, -1.2022], [-5.8369, -2.7471, -1.4365], [-5.7697, -3.9785, -0.8031], [-4.7201, -4.2549, 0.0600], [-3.7208, -3.3202, 0.2800], [-3.7824, -2.0854, -0.3533], [-5.7607, 0.4488, -1.1409], [-5.9485, 1.7240, -1.6775], [-6.7000, 2.6824, -1.0314], [-7.3231, 2.3984, 0.1812], [-7.1674, 1.1243, 0.7019], [-6.3989, 0.1598, 0.0594], [0.8915, -3.5716, 0.5336], [0.3758, -5.1371, -0.1921], [0.9664, -5.0896, 1.4570], [2.2694, -3.1641, -1.0952], [3.3104, -4.4330, -1.7108], [4.3889, -3.7269, 0.8667], [5.1201, -3.6392, -0.7074], [4.5986, -1.3255, -0.9887], [5.0340, -1.5045, 0.6972], [2.2447, -1.0823, -0.4440], [2.4901, -1.8521, 1.1093], [3.7974, 0.0263, 1.9332], [2.1379, 0.4188, 1.5703], [4.1111, 0.8274, -0.6540], [4.4449, 1.8504, 0.7075], [2.0027, 1.7072, -1.1146], [3.0927, 3.0417, -0.9013], [1.8904, 2.4498, 1.6622], [1.8623, 3.9778, 0.8160], [-0.1106, 4.6040, 1.5697], [-1.6273, 3.7631, 1.2344], [0.3897, 4.0111, -1.2085], [-1.2898, 3.6927, -0.8549], [0.2158, 2.5836, -2.9199], [0.1125, 1.2305, -1.8223], [-2.2157, 2.9598, -2.8027], [-1.7528, 1.4459, -3.6013], [-6.6396, -2.4848, -2.1125], [-6.5407, -4.7135, -0.9939], [-4.6708, -5.2130, 0.5628], [-2.9007, -3.5297, 0.9532], [-3.0097, -1.3444, -0.1843], [-5.4694, 1.9580, -2.6218], [-6.8032, 3.6652, -1.4758], [-7.9361, 3.1116, 0.7154], [-7.6577, 0.8619, 1.6309], [-6.3300, -0.8126, 0.5273], [7.7186, -1.6172, -4.4785], [7.0432, -0.9379, -3.3890], [6.0920, 0.0282, -3.4588], [5.6539, 0.4805, -4.8315], [5.6173, 0.5011, -2.4377], [7.5323, -2.6907, -4.4201], [8.7946, -1.4485, -4.4122], [7.3668, -1.2537, -5.4378], [7.2874, -1.1928, -2.4442], [4.8955, 1.2482, -4.7143], [6.4946, 0.8981, -5.3865], [5.2286, -0.3515, -5.3939], [-5.9742, 7.5918, 1.6655], [-6.5440, 6.2657, 1.8063], [-7.6771, 5.8993, 2.4638], [-8.4701, 6.9870, 3.1482], [-8.0230, 4.7302, 2.4888], [-5.9079, 7.8595, 0.6094], [-4.9697, 7.6135, 2.0921], [-6.5842, 8.3302, 2.1742], [-6.0640, 5.4909, 1.3747], [-9.3354, 6.5343, 3.6218], [-7.8685, 7.4803, 3.9124], [-8.8122, 7.7282, 2.4248], [4.9839, -6.7896, 3.4996], [5.3597, -5.4724, 3.0246], [6.5298, -4.8075, 3.2086], [7.6068, -5.5013, 4.0097], [6.6909, -3.6922, 2.7383], [4.7433, -7.4345, 2.6528], [4.1016, -6.7172, 4.1378], [5.7903, -7.2414, 4.0672], [4.6856, -4.9533, 2.4837], [8.4698, -4.8453, 4.0652], [7.2591, -5.7120, 5.0217], [7.9039, -6.4345, 3.5296]], "mulliken_charge": [-0.66, -0.43, -0.65, 0.23, -0.35, -0.51, -0.60, -0.42, -0.44, -1.61, 2.60, -0.94, -0.42, -0.71, 0.07, -0.50, -1.45, -0.55, -1.29, 0.27, -0.29, -0.29, 0.42, -1.03, 0.21, -0.67, -0.35, -0.97, 0.23, 0.34, 0.12, -0.78, -0.36, -0.97, -0.29, 0.26, 0.26, 0.29, 0.52, 0.30, -0.59, 0.46, -0.10, 0.40, 0.20, 0.29, 0.38, 0.47, -0.19, 0.39, 0.01, 0.47, 0.62, 0.57, 0.44, 0.48, 0.45, 0.58, 0.43, 0.31, 0.33, 0.71, 0.43, 0.38, 0.39, 0.48, 0.53, 0.53, 0.39, 0.49, 0.40, 0.32, -0.90, -0.14, 0.88, -1.44, -0.66, 0.29, 0.30, 0.33, 0.23, 0.31, 0.37, 0.38, -0.87, -0.11, 0.83, -1.37, -0.61, 0.29, 0.28, 0.33, 0.18, 0.30, 0.37, 0.37, -0.91, -0.05, 0.94, -1.36, -0.62, 0.28, 0.29, 0.36, 0.04, 0.30, 0.36, 0.35], "gap_ev": 8.09, "e_homo_ev": -8.1, "lumo_ev": -0.01, "smiles": "COCCCCCCCC[C@@](C#N)(CC#N)CCCSC(=S)N(c1ccccc1)c1ccccc1.CNC(C)=O.CNC(C)=O.CNC(C)=O"}

=====

No. 5
{"formula": "C5H14N", "method": "ωB97M-V with the def2-TZVPD basis set", "elements": ["C", "C", "C", "C", "C", "N", "H", "H", "H", "H", "H", "H", "H", "H", "H", "H", "H", "H", "H", "H"], "xyz": [[1.5323, -1.2554, -0.4074], [0.7682, 0.0840, -0.2995], [1.1423, 0.7087, 1.0437], [-0.7327, -0.0143, -0.5803], [-1.4423, -0.8780, 0.4651], [-1.3267, 1.3814, -0.6363], [2.5547, -0.9798, -0.7646], [1.6140, -1.8070, 0.5389], [1.1697, -1.8226, -1.2630], [1.1484, 0.7244, -1.1429], [2.1884, 0.4657, 1.2297], [1.0603, 1.7868, 1.0681], [0.6001, 0.3093, 1.9059], [-0.9696, -0.4479, -1.5467], [-1.1238, -1.9125, 0.3540], [-1.1732, -0.5439, 1.4710], [-2.5382, -0.8239, 0.4214], [-1.1644, 1.8605, 0.2577], [-0.9642, 1.8921, -1.4415], [-2.3432, 1.2726, -0.6734]], "nbo_charge": [-0.62, -0.24, -0.64, -0.04, -0.65, -0.68, 0.24, 0.23, 0.22, 0.21, 0.25, 0.21, 0.22, 0.22, 0.26, 0.22, 0.23, 0.44, 0.45, 0.44], "gap_ev": 11.94, "e_homo_ev": -15.5, "lumo_ev": -3.59, "smiles": "CC(C)[C@@H](C)[NH3+]", "de_lowest_ev": 0.132, "total_charge": 1}